Below is a molecular structure, C6H6N4O3 at a distorted geometry, with properties calculated with wB97M-V/def2-TZVPD.

- relative energy (zero: lowest compared OMol25 entry of this formula, charge and spin) (kJ/mol) = 616.2
- HOMO-LUMO gap (eV) = 9.05
- net charge = 0
- HOMO (eV) = -9.359

Element x y z (Å)
C 0.09138 0.32239 1.17056
C -1.10781 0.02086 0.49058
C 1.39006 0.23417 0.56987
C -1.13306 -0.30703 -0.89913
C 2.62577 0.60771 1.39584
C -2.37929 -0.64523 -1.63910
N -0.28365 0.63889 2.41069
N -2.17400 0.18290 1.33618
N 1.49045 0.00581 -0.69958
N -0.06974 -0.39786 -1.59294
O 2.28935 -0.16539 -1.52745
O 0.27673 -0.70950 -2.72113
O -1.60656 0.45466 2.47121
H 3.32617 0.22765 0.71540
H 2.58810 1.64033 1.63957
H 2.60516 -0.02540 2.26887
H -2.98760 0.25963 -1.82088
H -2.04919 -1.04301 -2.51374
H -2.89226 -1.30159 -1.05483

Below is 2 unconnected molecules or ions with the total composition C25H19FN3O8S2 at a distorted geometry, with properties calculated with wB97M-V/def2-TZVPD.

- HOMO-LUMO gap (eV) = 5.79
- net charge = -1
- HOMO (eV) = -5.573

Element x y z (Å)
C 2.83701 -2.31149 -3.80940
C 3.36329 -1.12699 -4.33895
C 2.58839 0.03188 -4.37446
C 1.30612 -0.00562 -3.82415
S 0.16022 1.30664 -4.24954
N 0.70902 2.53193 -3.35733
F -0.79524 -0.62243 0.21995
S -0.22053 3.48827 -2.46712
C 0.79476 3.72328 -1.01111
C 0.34060 3.21589 0.21099
C 0.86113 3.74941 1.39159
C 1.90363 4.68383 1.34260
C 2.47163 5.02506 0.10744
C 1.89932 4.57068 -1.08182
O -0.28748 4.80059 -3.05424
O -1.40599 2.86996 -1.93098
O 0.43850 1.55620 -5.64196
O -1.11710 0.77447 -3.84541
C 0.84542 -1.12204 -3.11489
C 1.59516 -2.30048 -3.16623
H 3.39095 -3.24481 -3.90507
H 4.36835 -1.10017 -4.75531
H 2.95061 0.95236 -4.82848
H -0.42198 2.44156 0.22804
H 0.43648 3.43792 2.34725
H 2.26696 5.14501 2.26531
H 3.34758 5.67015 0.06654
H 2.28780 4.87276 -2.05101
H -0.08776 -1.06313 -2.55656
H 1.18890 -3.20763 -2.71765
C -0.37730 -1.16593 1.45161
C -0.58118 -2.64514 1.34520
C 0.36993 -3.32877 0.56602
C 0.05820 -4.56579 0.03837
C -1.19622 -5.14094 0.33463
N -1.64789 -6.22326 -0.47720
O -2.79630 -6.68820 -0.30510
O -0.87052 -6.65900 -1.36141
C -2.08772 -4.52323 1.23816
C -1.76021 -3.28061 1.77249
C -1.04592 -0.38328 2.55543
C -2.41238 -0.05197 2.50860
C -2.92321 0.89261 3.38790
C -2.09810 1.40032 4.41473
N -2.70062 2.14558 5.47378
O -2.00991 2.58409 6.42156
O -3.94143 2.32574 5.42332
C -0.73556 1.05357 4.47970
C -0.22696 0.15229 3.56023
H 0.70524 -0.99233 1.50876
H 1.33354 -2.86210 0.33510
H 0.71777 -5.07785 -0.65724
H -3.04301 -4.99701 1.44524
H -2.41378 -2.77276 2.48420
H -3.06794 -0.50793 1.76191
H -3.95456 1.22381 3.32381
H -0.12882 1.49518 5.26613
H 0.81913 -0.15013 3.60602

Below is a single CH3N5 molecule at a distorted geometry, with properties calculated with wB97M-V/def2-TZVPD.

- relative energy (zero: lowest compared OMol25 entry of this formula, charge and spin) (kJ/mol) = 309.5
- structure (SMILES) = Nn1cnnn1
- HOMO-LUMO gap (eV) = 10.53
- net charge = 0
- HOMO (eV) = -9.913

Element x y z (Å)
C -0.04404 -0.45148 -1.01923
H -1.36945 1.91483 0.50986
H -2.21108 0.26381 0.76398
H -0.67194 -1.09207 -1.81135
N -1.63487 0.98556 0.07355
N -0.59738 0.25204 -0.02157
N 1.10455 -0.96112 -0.53115
N 1.35308 -0.45390 0.56212
N 0.41986 0.40919 0.86746

Below is a single C7H12Se molecule at a distorted geometry, with properties calculated with wB97M-V/def2-TZVPD.

- relative energy (zero: lowest compared OMol25 entry of this formula, charge and spin) (kJ/mol) = 352.0
- HOMO-LUMO gap (alpha / beta) (eV) = 4.55 / 4.61
- net charge = 0
- HOMO (alpha / beta) (eV) = -6.936 / -6.961

Element x y z (Å)
C -0.97371 -0.96623 0.05042
C -2.20524 -1.12405 0.74769
C -0.44494 0.23044 -0.52146
C -2.78351 -0.13315 1.47505
C 1.00852 0.41614 -0.16336
C 1.64812 1.54885 -0.95613
C 1.89893 -0.84712 -0.26871
Se 0.97254 0.96027 1.70645
H -0.55216 -1.86317 -0.30597
H -2.47286 -2.12847 1.05774
H -0.61450 0.30520 -1.63456
H -0.95709 1.19673 -0.23974
H -2.32189 0.72845 1.71335
H -3.69694 -0.07481 2.09077
H 2.69348 1.79592 -0.49581
H 0.82484 2.34561 -1.12107
H 1.77384 1.17567 -1.95187
H 1.30858 -1.53439 -1.02957
H 2.12184 -1.35444 0.65821
H 2.77214 -0.67746 -0.81143

Below is a single C4H6N4 molecule at a distorted geometry, with properties calculated with wB97M-V/def2-TZVPD.

- relative energy (zero: lowest compared OMol25 entry of this formula, charge and spin) (kJ/mol) = 189.4
- structure (SMILES) = [H]/N=C(/C#N)N(C)/C=N/[H]
- HOMO-LUMO gap (eV) = 10.00
- net charge = 0
- HOMO (eV) = -9.683

Element x y z (Å)
C 0.13240 1.57587 0.52895
C 0.98696 -0.71668 0.76549
C -0.81449 -0.21643 -0.84209
C -1.41053 -1.54120 -0.80381
H -0.86240 2.06155 0.46877
H 0.78715 2.13263 -0.16911
H 0.48155 1.79000 1.51361
H 1.72832 -0.14122 1.37315
H 1.58301 -2.46883 0.97802
H -0.62271 1.44762 -1.74140
N 0.00473 0.14122 0.26435
N 0.85669 -1.94257 0.50107
N -1.02204 0.49573 -1.85869
N -1.82864 -2.61768 -0.97831

Below is a molecular structure, C23H29F5NO4SbSe4V at a distorted geometry, with properties calculated with wB97M-V/def2-TZVPD.

- spin multiplicity = 4
- relative energy (zero: lowest compared OMol25 entry of this formula, charge and spin) (kJ/mol) = 18.0
- HOMO-LUMO gap (alpha / beta) (eV) = 6.71 / 5.52
- net charge = 0
- HOMO (alpha / beta) (eV) = -7.083 / -7.142

Element x y z (Å)
V 0.33573 -0.28658 0.62288
C 3.99749 0.23504 1.19098
C 3.33871 1.29604 2.02552
O 2.34069 0.61588 2.76418
C 1.60258 1.41641 3.66646
C 0.20033 0.78092 3.84491
O -0.00619 -0.38428 3.02010
C 0.64914 -1.53378 3.55486
C 0.71118 -2.61372 2.50786
O 1.09717 -2.03320 1.23091
C 2.08691 -2.74939 0.44380
C 3.29358 -1.82394 0.16189
O 2.97173 -0.50475 0.52827
H 4.56733 -0.44296 1.83346
H 4.67012 0.68995 0.46127
H 2.88418 2.05742 1.39250
H 4.07380 1.77394 2.68126
H 1.49114 2.42537 3.27445
H 2.13326 1.47794 4.62027
H -0.56527 1.47893 3.54720
H 0.03181 0.49900 4.88538
H 0.09320 -1.92866 4.40855
H 1.65283 -1.27234 3.87740
H -0.23476 -3.12428 2.38418
H 1.44662 -3.34745 2.82388
H 1.62471 -3.09232 -0.47027
H 2.41264 -3.62410 0.99633
H 3.53658 -1.86766 -0.89960
H 4.16094 -2.16826 0.72894
C -2.89352 -0.35161 -3.41013
N -2.82131 1.03166 -2.85552
C -2.16114 1.97397 -3.81109
C -2.10744 1.12679 -1.51414
C -2.64952 0.20932 -0.44948
C -4.03161 0.18280 -0.27006
C -4.62378 -0.60123 0.71130
C -3.80014 -1.36159 1.52210
C -2.41536 -1.29068 1.36141
C -1.76949 -0.49790 0.39181
H -3.52983 -0.34841 -4.29343
H -3.29326 -1.02117 -2.65890
H -1.89002 -0.65876 -3.67782
H -3.76724 1.36277 -2.69966
H -1.11879 1.67714 -3.90587
H -2.21425 2.97721 -3.40311
H -2.65609 1.91460 -4.77830
H -2.20981 2.17418 -1.22661
H -1.07091 0.93813 -1.71203
H -4.67747 0.81774 -0.88176
H -5.70053 -0.60141 0.84808
H -4.22504 -1.98362 2.30550
H -1.83347 -1.88751 2.04582
F 2.36450 1.34061 -1.58340
C 1.72268 0.29819 -2.09820
C 0.83198 -0.47566 -1.35052
C 0.33303 -1.54777 -2.08185
F -0.50041 -2.43696 -1.49935
C 0.61666 -1.82889 -3.40631
F 0.06427 -2.87883 -4.03200
C 1.47060 -1.00357 -4.09157
F 1.74864 -1.23531 -5.37013
C 2.04228 0.05832 -3.42764
F 2.91084 0.83110 -4.07668
Se -1.76012 4.79797 -1.45945
Sb -0.48770 4.27619 0.54412
Se -2.02907 4.69107 2.44823
Se 1.49237 5.54709 1.07307
Se 0.04128 1.83484 0.66580

Below is 2 unconnected molecules or ions with the total composition C4H11OS2, with properties calculated with wB97M-V/def2-TZVPD.

- relative energy (zero: lowest compared OMol25 entry of this formula, charge and spin) (kJ/mol) = 163.3
- HOMO-LUMO gap (eV) = 5.68
- net charge = -1
- HOMO (eV) = -2.672

Element x y z (Å)
C 1.74396 0.65847 0.98086
C 1.22401 -0.78185 0.89168
S 1.87829 -1.56884 -0.61146
S 0.86078 -3.37197 -0.66610
H 1.32329 1.20631 0.14162
H 2.83368 0.74146 1.03306
H 1.27068 1.07007 1.87220
H 0.11397 -0.70995 0.77868
H 1.52032 -1.37930 1.75624
H 1.74443 -4.09327 0.04405
C -2.22092 0.82466 -0.14524
O -1.37644 0.41079 0.83633
C -1.43324 1.22618 -1.43771
H -2.79654 1.73480 0.14368
H -2.96759 0.04722 -0.44258
H -2.10684 1.60427 -2.21893
H -0.87383 0.36911 -1.81848
H -0.73800 2.01184 -1.13789